1.
C35H61BN6PtS3SeSi2Te | wB97M-V/def2-TZVPD

XYZ file:
```
111
Properties=species:S:1:pos:R:3:lowdin_charge:R:1
Pt -1.36415 0.56957 -0.92951 0.404
C -0.67932 0.09135 4.19564 -0.035
C 0.30444 0.42202 3.11998 -0.222
C 1.53881 0.94476 3.36078 0.092
C 2.42320 1.26028 2.29352 -0.182
N 2.09347 1.02003 1.05432 0.210
N 0.89079 0.48742 0.81960 0.003
B 0.60026 -0.08992 -0.57758 -0.787
N 1.49816 0.40764 -1.71782 0.020
N 2.74037 -0.11649 -1.65152 0.199
C 3.60924 0.23496 -2.55227 -0.182
C 3.26361 1.16132 -3.57811 0.090
C 2.00247 1.64991 -3.67811 -0.228
C 1.56938 2.59030 -4.75732 -0.046
C 1.06519 1.20655 -2.69558 -0.543
S -0.57213 1.70223 -2.79911 0.664
C 4.99903 -0.37196 -2.49449 -0.543
C 5.27463 -1.10373 -3.81538 -0.028
C 6.01940 0.76201 -2.30621 -0.020
C 5.10763 -1.36066 -1.33538 -0.052
N 0.64869 -1.63139 -0.47881 -0.027
N 1.55558 -2.15401 0.35124 0.211
C 1.69165 -3.45245 0.36498 -0.176
C 0.91487 -4.27403 -0.50025 0.096
C -0.03028 -3.73497 -1.32150 -0.218
C -0.90260 -4.54017 -2.23001 -0.034
C -0.17211 -2.32622 -1.25357 -0.556
S -1.37857 -1.43730 -2.12039 0.726
C 2.68190 -4.06030 1.34412 -0.544
C 3.37644 -2.96926 2.15905 -0.050
C 3.72924 -4.85494 0.55012 -0.022
C 1.91710 -4.99750 2.28833 -0.027
C -0.02887 0.21671 1.75743 -0.564
S -1.57504 -0.37793 1.24864 0.684
C 3.78193 1.87168 2.57283 -0.546
C 3.57411 3.23003 3.25989 -0.026
C 4.56348 2.07029 1.27594 -0.054
C 4.56405 0.92865 3.49889 -0.024
H -0.24550 0.24425 5.18079 0.094
H -1.01095 -0.94467 4.11218 0.090
H -1.56546 0.72155 4.09721 0.087
H 1.84781 1.13668 4.37993 0.134
H 4.01131 1.45811 -4.30142 0.134
H 2.39887 2.82126 -5.42106 0.094
H 1.19104 3.51868 -4.32609 0.094
H 0.76168 2.15241 -5.34651 0.091
H 5.26407 -0.42641 -4.67026 0.084
H 4.53851 -1.89066 -3.99009 0.095
H 6.26128 -1.56469 -3.77385 0.097
H 6.00143 1.47016 -3.13604 0.086
H 7.02343 0.34063 -2.25366 0.099
H 5.83054 1.31049 -1.38268 0.077
H 4.40483 -2.18565 -1.46047 0.072
H 4.88979 -0.87723 -0.38324 0.063
H 6.11898 -1.76551 -1.30001 0.099
H 1.05526 -5.34675 -0.48534 0.134
H -0.71582 -5.60357 -2.10314 0.094
H -0.71689 -4.27334 -3.27223 0.099
H -1.95539 -4.33833 -2.02556 0.088
H 3.90820 -2.27330 1.51010 0.068
H 4.09285 -3.43042 2.83883 0.098
H 2.65708 -2.40078 2.75080 0.079
H 4.28465 -4.20267 -0.12570 0.078
H 3.28200 -5.65921 -0.03511 0.085
H 4.43970 -5.30897 1.24113 0.099
H 1.14914 -4.45357 2.84130 0.093
H 2.60977 -5.43314 3.00833 0.098
H 1.43923 -5.81834 1.75111 0.085
H 3.03004 3.91781 2.61036 0.095
H 4.54362 3.67299 3.48751 0.098
H 3.02569 3.13522 4.19853 0.084
H 4.03010 2.72927 0.58978 0.089
H 4.72858 1.11679 0.77459 0.059
H 5.53146 2.51640 1.50448 0.098
H 4.08896 0.82368 4.47538 0.085
H 5.56259 1.33315 3.66348 0.098
H 4.66665 -0.06408 3.05517 0.084
C -5.68600 4.30906 2.80247 -0.180
Si -6.18186 2.51182 2.81964 0.397
C -7.72379 2.22975 1.80555 -0.177
C -6.31409 1.83408 4.54408 -0.168
C -4.78922 1.52994 1.94326 -0.524
Te -4.51321 2.25173 -0.03974 1.245
C -4.93602 0.42450 -1.04904 -0.518
Si -5.43436 0.65211 -2.88280 0.397
C -5.77022 -1.05451 -3.53793 -0.162
C -4.02988 1.48434 -3.78320 -0.186
C -6.95495 1.72823 -2.86130 -0.176
H -6.42499 4.90978 3.33700 0.046
H -5.61945 4.71895 1.79136 0.022
H -4.72424 4.46581 3.29620 0.042
H -8.56323 2.78661 2.22741 0.046
H -8.00874 1.17480 1.80104 0.042
H -7.61597 2.56160 0.76879 0.017
H -7.09139 2.36792 5.09548 0.045
H -5.38123 1.94630 5.09860 0.038
H -6.58187 0.77588 4.53889 0.040
H -5.02667 0.46870 1.85128 0.026
H -3.82224 1.63018 2.43579 -0.007
H -5.80990 0.06197 -0.49586 0.031
H -4.11798 -0.28821 -0.87913 -0.010
H -4.86915 -1.67111 -3.50586 0.031
H -6.10751 -1.01170 -4.57514 0.047
H -6.54633 -1.55719 -2.95796 0.043
H -3.14345 0.84851 -3.84124 -0.003
H -3.74231 2.43300 -3.31675 0.028
H -4.33133 1.71167 -4.80794 0.050
H -7.78946 1.23995 -2.35378 0.044
H -7.27695 1.93373 -3.88483 0.046
H -6.78110 2.69554 -2.38362 0.022
Se -2.04616 2.76353 -0.00162 0.120
```

Values from the calculation:
Molar mass: 1130.738 g/mol
E_LUMO: -5.9 eV
Electronic energy: -171043.554 eV
Max |F|: 0.46 eV/A
Charge: +2
HOMO: -0.48946 Eh

=====

2.
C35H62BCl5CsF4N7O14PS2 | wB97M-V/def2-TZVPD

XYZ file:
```
132
Properties=species:S:1:pos:R:3:lowdin_charge:R:1
C -0.88846 6.82482 0.23082 -0.006
C -1.06087 5.65124 -0.39449 -0.195
C -1.91251 4.48472 0.16024 -0.675
S -3.54460 5.29842 0.63175 0.756
N -2.23461 3.57416 -0.95941 0.049
C -2.39983 2.23162 -0.51922 -0.247
N -3.53700 1.67460 -0.79490 0.066
C -3.85512 0.29822 -0.35967 -0.108
C -3.77644 -0.76353 -1.53195 -0.182
C -3.31897 -2.15312 -0.96150 -0.236
C -4.31072 -3.24088 -1.48899 -0.438
S -5.90009 -3.27392 -0.57743 0.991
C -7.10281 -2.30016 -1.42819 -0.621
N -7.73007 -2.49785 -2.57286 0.012
N -8.54167 -1.49085 -2.85367 0.018
C -8.44147 -0.60112 -1.86399 -0.155
O -7.57789 -1.09874 -0.99509 -0.001
P -4.79130 2.50137 -1.71100 0.538
O -5.60290 3.40891 -0.90405 -0.255
O -4.17046 3.20861 -3.03623 -0.125
O -5.79667 1.34785 -2.27863 -0.110
N -1.35781 1.60413 0.15684 0.028
C -0.65337 0.57343 -0.61339 -0.107
C -0.16208 0.96941 -2.03961 -0.137
C -0.32254 -0.25633 -2.99254 -0.183
C 1.04095 -0.96878 -3.34139 -0.144
C 1.15008 -2.43519 -2.78170 -0.201
O 2.18557 -2.43273 -1.77543 -0.245
C 1.81308 -3.11169 -0.58344 -0.119
C -0.66969 2.35453 1.19074 -0.368
C 0.87960 2.47559 1.14899 -0.078
C 1.51600 3.71812 0.45764 -0.218
C 1.52226 3.71277 -1.09420 -0.150
O -0.90825 1.66451 2.47687 -0.154
N -1.79959 0.59286 2.36915 -0.025
O -1.27110 -0.41087 2.66161 0.103
C -1.33492 3.78888 1.44897 -0.456
Cl -2.71502 3.62428 2.63828 0.692
H -1.66302 7.33834 0.81316 0.054
H 0.10433 7.30426 0.15692 0.068
H -0.54852 5.50331 -1.35987 0.101
H -3.80691 6.09077 -0.45242 -0.095
H -1.60330 3.65235 -1.75346 0.119
H -3.23620 -0.06660 0.47198 0.102
H -4.91578 0.30581 -0.02617 0.137
H -3.16081 -0.40280 -2.40293 0.070
H -4.81256 -0.89690 -1.89828 0.079
H -3.36622 -2.20178 0.14964 0.107
H -2.27875 -2.35458 -1.29814 0.089
H -4.54560 -2.98290 -2.54446 0.097
H -3.85868 -4.24924 -1.51074 0.065
H -8.99084 0.33523 -1.75819 0.142
H -4.45231 4.13792 -3.05012 0.096
H -6.61222 1.86046 -2.42783 0.094
H 0.16226 0.07450 -0.05461 0.135
H -1.37997 -0.25198 -0.79113 0.096
H -0.67555 1.84050 -2.48070 0.100
H 0.93304 1.13693 -1.97081 0.085
H -0.76021 0.06826 -3.95683 0.081
H -0.99438 -1.02577 -2.57285 0.076
H 1.16825 -1.01934 -4.44389 0.104
H 1.93500 -0.44401 -2.95197 0.100
H 1.56019 -3.05387 -3.61358 0.114
H 0.18562 -2.83234 -2.41740 0.111
H 1.51103 -4.14932 -0.83682 0.092
H 2.72115 -3.15304 0.07164 0.030
H 1.02904 -2.58334 0.00089 0.093
H 1.42179 1.59026 0.77071 0.123
H 1.18809 2.55886 2.21390 0.141
H 1.17218 4.69217 0.85589 0.094
H 2.59433 3.67886 0.74336 0.093
H 2.21021 2.90629 -1.43263 0.006
H 1.94268 4.68475 -1.43374 0.052
H 0.53296 3.62753 -1.56959 0.038
H -0.63847 4.46593 1.97017 0.109
C 5.95012 -3.32480 0.92815 -1.297
Cl 4.65033 -2.94647 2.02620 0.746
Cl 5.65000 -2.65404 -0.68719 0.385
H 6.87832 -2.90292 1.32175 -0.007
H 6.04451 -4.40813 0.84836 -0.123
C -3.26340 -7.35648 1.06783 0.083
C -3.15128 -8.66605 1.31125 -0.235
C -4.28655 -9.61035 1.06390 -0.319
O -4.12586 -10.79765 1.28446 0.100
C -5.54320 -9.05907 0.57032 0.073
C -5.65823 -7.74714 0.32913 -0.226
C -4.51450 -6.80864 0.55126 -0.294
O -4.66762 -5.63049 0.29894 0.034
O -6.79565 -7.20964 -0.12163 0.118
O -2.01940 -9.20319 1.78746 0.103
H -2.45040 -6.66480 1.24065 0.138
H -6.36060 -9.74838 0.41211 0.135
H -6.62100 -6.25039 -0.21679 0.104
H -2.19982 -10.15884 1.87290 0.116
C 9.18334 1.67415 0.76924 -0.065
C 7.92103 0.92291 0.36054 -0.423
C 6.82384 0.90082 1.44021 -0.198
O 7.05444 -0.02222 2.48562 -0.194
C 7.89541 0.43961 3.52924 -0.083
N 8.28141 -0.44016 -0.04139 0.037
H 9.78794 1.11572 1.48430 0.066
H 9.81258 1.85951 -0.10385 0.076
H 8.93642 2.64142 1.21178 0.079
H 7.50908 1.44132 -0.51165 0.126
H 5.89483 0.57032 0.96400 0.125
H 6.62841 1.90316 1.84001 0.123
H 7.75665 1.50615 3.72318 0.097
H 8.94461 0.22926 3.30012 0.072
H 7.63447 -0.11221 4.43261 0.095
H 7.44220 -0.89415 -0.38739 -0.005
H 8.50091 -0.95225 0.81266 0.064
Cl 4.62024 3.34823 -1.72302 0.615
C 5.85908 4.40682 -1.00145 -0.637
C 5.25697 5.44022 -0.07943 -0.650
Cl 4.30073 6.65525 -0.96488 0.554
H 6.41935 4.87054 -1.81140 0.070
H 6.53879 3.76419 -0.44110 0.051
H 6.05000 5.97820 0.43955 0.074
H 4.61080 4.98148 0.66702 0.059
B 4.12986 -1.21897 5.29424 -1.235
F 3.42930 -2.14801 4.47372 0.012
F 3.39040 -0.96781 6.46260 0.087
F 5.39708 -1.76543 5.63541 0.052
F 4.31781 -0.01148 4.57497 0.061
C -6.37222 2.56636 2.79744 -0.554
O -7.31041 2.89328 3.68382 -0.430
H -6.55506 1.63999 2.17621 0.018
H -6.14199 3.31877 1.99690 0.015
H -5.33818 2.35331 3.19956 0.000
Cs 7.53372 -4.40534 -0.57783 1.360
O -2.93056 0.50845 -4.16840 -0.484
H -3.21959 1.42328 -4.16023 -0.173
```

Values from the calculation:
Molar mass: 1296.998 g/mol
E_LUMO: -0.8 eV
Electronic energy: -182053.327 eV
Max |F|: 9.31 eV/A
Charge: -1
HOMO: -0.06976 Eh